Molecular formula: C41H32Br4N3O7PtSTe
Method: DFT, the ωB97M-V functional and the def2-TZVPD basis

```
90
C41H32Br4N3O7PtSTe the ωB97M-V functional and the def2-TZVPD basis
Pt 12.3339 13.3107 17.3391
Br 6.8257 18.8792 14.7715
C 8.3186 17.7429 15.3709
C 8.8080 17.9737 16.6457
Br 7.9683 19.1992 17.8160
C 9.8894 17.2712 17.1319
Br 10.4914 17.3081 18.8584
C 10.6179 16.3966 16.2092
O 11.6997 15.8790 16.5890
C 10.0440 16.1243 14.9225
O 10.6274 15.3727 14.0670
C 8.7990 16.8083 14.5564
Br 8.2374 16.6864 12.7646
O 13.3567 13.5661 19.2182
C 13.2350 12.6615 20.0747
C 12.7507 11.2928 19.9644
C 12.6761 10.6884 21.2387
C 12.2444 9.4099 21.3498
C 11.7837 8.6953 20.2405
C 11.8524 9.2516 18.9713
C 12.3785 10.5550 18.7808
O 12.2848 11.1212 17.5357
N 12.0681 8.8921 22.7442
O 12.6765 9.4748 23.6045
O 11.2539 8.0354 22.9228
H 13.3787 12.9912 21.1051
H 13.0382 11.2501 22.0547
H 11.3261 7.7272 20.3710
H 11.4175 8.7594 18.1595
S 14.0631 13.3092 15.6755
C 14.2340 14.8172 14.8454
N 13.2347 15.5777 14.4054
C 13.4315 16.7646 13.8078
C 14.6926 17.3597 13.8439
C 15.7565 16.6724 14.4031
C 15.4896 15.4082 14.8010
H 12.2529 15.2118 14.4234
H 12.5513 17.1882 13.3942
H 14.7432 18.3689 13.3353
H 16.8449 17.1234 14.3497
H 16.2985 14.7353 15.1642
C 8.8615 6.4850 9.7679
C 9.4018 7.4682 10.7936
C 8.4864 8.1596 11.5920
C 8.8964 9.0581 12.5779
C 7.8706 9.6999 13.4190
C 10.2594 9.2571 12.8288
Te 11.0028 10.3404 14.4688
N 10.6658 13.7569 18.4238
C 9.6653 13.0579 19.0986
O 9.9138 12.3579 20.0512
C 8.2292 13.3163 18.6241
C 7.9470 14.4307 17.8361
C 6.6257 14.8187 17.5409
C 5.5614 14.0142 18.0031
C 5.8646 12.9012 18.8591
C 7.2115 12.5320 19.1639
C 9.9241 9.3283 16.0034
C 9.1917 10.1606 16.8186
C 8.2471 9.6473 17.6597
C 8.0745 8.2352 17.7160
C 8.9635 7.4039 17.0086
C 9.9909 7.9189 16.2126
C 10.9496 7.1161 15.4202
C 11.2453 8.6650 12.0241
C 12.7192 8.9354 12.3230
C 10.7705 7.7925 10.9585
H 7.9805 6.9491 9.3260
H 8.4495 5.5698 10.1348
H 9.5466 6.2413 8.9263
H 7.3462 7.9360 11.4478
H 6.9300 9.8397 12.8502
H 8.2280 10.7186 13.6968
H 7.6788 9.1223 14.3438
H 8.7446 14.9842 17.5485
H 6.3137 15.6791 16.9817
H 4.5357 14.3475 17.7279
H 5.0393 12.2849 19.2017
H 7.4290 11.7289 19.7969
H 9.5013 11.2126 16.8569
H 7.6953 10.3360 18.3002
H 7.4086 7.7905 18.4297
H 8.9385 6.3192 17.2792
H 11.1471 6.1210 15.8756
H 11.9482 7.5028 15.2444
H 10.5343 6.8666 14.4640
H 13.3294 8.3943 11.5138
H 12.9824 8.4850 13.3231
H 13.0389 9.9194 12.3908
H 11.4907 7.2954 10.3139
```

Results
Multiplicity: 6
Energy relative to the best compared isomer or geometry (same formula, charge and spin), kcal per mole: 39.90
M, g mol⁻¹: 1353.1

***

Molecular formula: C15H17N5O5
Method: DFT, the ωB97M-V functional and the def2-TZVPD basis

```
42
C15H17N5O5 the ωB97M-V functional and the def2-TZVPD basis
C 0.5623 1.2058 -3.3368
C 1.4275 0.4811 -2.2575
C 0.8706 0.9358 -0.9571
C -0.2276 1.7571 -1.1245
N -1.0034 2.2913 -0.1742
C -2.2225 3.0344 -0.4692
C -2.8778 3.3155 0.8928
C -1.9982 2.6681 1.9673
C -0.8509 1.9355 1.2377
C -0.5535 1.9722 -2.5965
H 1.1742 1.8988 -3.9234
H 0.1433 0.4703 -4.0286
H 1.3060 -0.6083 -2.3607
H 2.4982 0.6832 -2.3974
H 1.3471 0.7317 0.0050
H -1.9980 3.9696 -1.0122
H -2.8937 2.4320 -1.1130
H -2.9540 4.3941 1.0557
H -3.8899 2.8999 0.8944
H -1.5732 3.4228 2.6341
H -2.5576 1.9508 2.5730
H -0.9290 0.8393 1.3934
H 0.1406 2.2293 1.6315
H -0.5633 3.0435 -2.8678
H -1.5463 1.5513 -2.8438
O 3.2817 -4.8699 3.0228
N 2.5484 -4.9425 2.0205
O 2.3302 -6.0167 1.4105
C 1.8933 -3.7648 1.4895
C 1.1342 -3.8770 0.3234
C 0.4007 -2.7639 -0.1632
N -0.4433 -2.9226 -1.3206
O -0.5977 -4.0577 -1.8155
O -1.0193 -1.9059 -1.7883
C 0.4324 -1.5087 0.4686
C 1.1947 -1.3747 1.6443
N 1.2296 -0.3316 2.5251
O 1.8319 -0.9194 3.6824
N 2.2325 -2.2231 3.4791
C 1.8927 -2.4916 2.1950
H 1.0729 -4.8297 -0.1965
H -0.2457 -0.7053 0.2010
```

Results
Energy relative to the best compared isomer or geometry (same formula, charge and spin), kcal per mole: 160.41
M, g mol⁻¹: 347.3

***

Molecular formula: C5H8O2
Method: DFT, the ωB97M-V functional and the def2-TZVPD basis

```
15
C5H8O2 the ωB97M-V functional and the def2-TZVPD basis
C -0.7716 -1.6572 0.5972
C 0.6351 -0.0505 0.2297
C 1.0015 1.1681 1.0259
C 0.5030 0.2411 -1.2631
C -0.9893 0.3931 -1.1043
O -1.9137 0.7087 -1.7844
O -1.0661 0.0461 0.2473
H -0.6676 -2.1315 -0.3749
H -0.0156 -1.9824 1.2974
H -1.7822 -1.7455 0.9982
H 0.5890 2.0992 0.5903
H 0.6438 1.0975 2.0580
H 2.0935 1.2640 1.0582
H 0.9977 1.1433 -1.6423
H 0.7427 -0.5939 -1.9332
```

Results
Energy relative to the best compared isomer or geometry (same formula, charge and spin), kcal per mole: 133.37
M, g mol⁻¹: 100.1